[1]
Below is a cluster of 13 separate species, C27H78N20O13 in total at a distorted geometry, with properties calculated with ωB97M-V/def2-TZVPD.

- Multiplicity: 1
- Frontier orbital gap: 7.11 eV
- Largest force on an atom: 0.055 hartree/bohr
- Total energy: -85691.4165 eV

Last column: Löwdin charge in e.
Positions of all 138 atoms, in Å:
O1 -1.8139 4.9617 1.5986  -0.0051
O2 2.3596 1.4817 -2.9857  -0.0562
O3 -0.2977 4.4843 -5.6615  0.0041
O4 0.4384 -0.1509 -4.4288  -0.0760
O5 -5.1556 5.6196 2.9888  0.0146
O6 -2.2414 1.5352 2.9781  -0.0142
O7 0.4173 1.1246 -0.5507  0.0198
O8 6.2978 1.4283 -0.7508  -0.0015
O9 -4.2242 0.8365 -1.8603  -0.0215
O10 -2.4269 0.0251 -5.0958  -0.0228
O11 2.0186 -2.3572 -3.6691  -0.0084
O12 -2.9036 -3.2403 -0.8847  -0.0005
O13 -0.2785 -3.6361 0.6212  -0.0261
N1 -1.2742 0.7339 -2.1050  0.1728
N2 -1.2391 4.8066 -3.6499  0.1448
N3 0.0199 2.9242 -4.0230  0.1757
N4 -0.6257 3.6996 3.0130  0.1559
N5 -6.3259 0.6888 -1.0744  0.1653
N6 -4.7811 -0.7736 -0.2913  0.1938
N7 -4.4375 3.9560 1.5852  0.1624
N8 -1.3975 -3.6683 -2.4938  0.1792
N9 -0.2311 -3.3430 2.0019  -0.0824
N10 -2.8811 -1.9555 -2.7948  0.1908
N11 1.6566 -3.6184 -1.8486  0.1697
N12 -3.0052 1.5340 -6.6623  0.1709
N13 -4.3980 1.0342 3.4267  0.1626
N14 5.9121 0.2740 -0.0852  -0.1242
N15 -0.1149 5.9250 2.8287  0.1634
N16 -6.6280 4.4268 1.7597  0.1377
N17 -1.6860 1.9637 -0.2923  0.1896
N18 1.2957 -1.3917 -1.7285  0.2007
N19 -3.8145 1.7746 -4.5995  0.1886
N20 -3.4244 2.8187 4.4515  0.1990
C1 7.1679 -1.1017 -1.6858  -0.0256
C2 -0.2815 -1.6912 3.8711  -0.1150
C3 1.6442 -2.4588 -2.4892  -0.7018
C4 3.6168 1.1941 0.3166  -0.0163
C5 -0.1002 -1.9422 2.3445  -0.4702
C6 -0.7522 1.2036 -0.9254  -0.6580
C7 5.5013 1.5068 1.9396  -0.0540
C8 1.2578 -1.2885 1.9750  -0.0229
C9 -0.4698 -5.6949 2.5557  -0.0462
C10 -0.5245 4.0465 -4.5387  -0.6938
C11 5.5486 -2.1599 -0.0958  -0.1231
C12 -0.9132 4.8965 2.4405  -0.6520
C13 4.3836 -1.9489 0.8681  -0.1913
C14 -3.2868 1.8352 3.5665  -0.6583
C15 0.3491 -4.4147 2.8129  -0.5209
C16 -2.9686 1.1100 -5.3808  -0.6628
C17 -2.4261 -2.9529 -1.9756  -0.6564
C18 1.7925 -4.7578 2.5320  -0.0276
C19 -1.1709 -1.1370 1.6324  -0.0484
C20 4.8714 0.5395 0.9413  -0.4731
C21 4.5704 -0.7268 1.7536  -0.1331
C22 -5.0179 0.3317 -1.0748  -0.6310
C23 0.5288 -2.7107 4.7002  -0.1753
C24 -5.3681 4.7259 2.1750  -0.7056
C25 5.7987 -0.9007 -0.9511  -0.4779
C26 0.1468 -4.1622 4.2999  -0.1363
C27 4.7102 -0.7894 -2.0387  -0.0370
H1 -4.1833 2.6711 -4.8465  0.1098
H2 1.6157 -4.4310 -2.4416  0.1110
H3 1.2963 -1.5876 -0.7428  0.0664
H4 -1.5746 5.6778 -4.0164  0.0967
H5 6.5123 1.2463 2.2568  0.0877
H6 2.3123 -5.3016 3.3217  0.0894
H7 0.8638 -0.9577 -4.7557  0.0444
H8 3.7712 -0.9922 -1.5229  0.0413
H9 -5.5532 -0.9587 0.3214  0.0978
H10 -0.4417 -0.1438 -4.8428  0.0164
H11 0.6291 5.6846 3.4554  0.0936
H12 -3.6876 -1.4832 -2.4326  0.0709
H13 7.0417 -0.8851 -2.7476  0.0704
H14 -0.4888 6.8495 2.7082  0.1117
H15 -1.2463 2.8947 2.8619  0.0351
H16 -3.8611 1.3789 -3.6712  0.0576
H17 7.4451 -2.1581 -1.6709  0.0714
H18 5.5676 2.5721 1.7095  0.0779
H19 1.2104 -0.2140 1.7828  0.0793
H20 1.7248 -1.7306 1.0941  0.0511
H21 -5.1408 1.0856 4.1011  0.0974
H22 -2.3436 1.1517 -7.3152  0.1152
H23 0.1130 -0.7240 4.1863  0.1189
H24 2.0989 0.9421 -3.7424  0.0160
H25 -2.3380 -1.6839 -3.5959  0.0718
H26 -1.1927 -3.4189 0.3797  0.0640
H27 1.2613 -0.5127 -2.2123  0.0499
H28 1.4299 -3.7986 -0.8826  0.0786
H29 4.9291 1.4982 2.8740  0.0793
H30 3.6980 -0.6084 2.3979  0.0885
H31 -0.1299 -6.4662 3.2507  0.0862
H32 -2.2825 0.7348 -2.0808  0.0411
H33 0.8599 -4.7675 4.8584  0.1156
H34 8.0040 -0.5095 -1.3194  0.0775
H35 4.3283 -2.8252 1.5203  0.1063
H36 5.3963 -0.9942 2.4178  0.1246
H37 -6.6113 1.4993 -1.5961  0.1122
H38 -4.6471 3.1158 1.0800  0.0865
H39 -0.7002 0.0689 -2.6025  0.0577
H40 2.8239 1.3730 1.0436  0.0778
H41 -2.6268 3.3632 4.7306  0.1143
H42 -1.1036 -3.4420 -3.4284  0.1051
H43 -6.8074 3.7871 1.0117  0.0778
H44 1.5505 1.5935 -2.4748  -0.0089
H45 3.9329 2.2039 0.0309  0.0818
H46 3.4547 -1.8988 0.2959  0.0726
H47 -2.5815 2.1472 -0.7024  0.0765
H48 0.4314 2.3289 -4.7239  0.0923
H49 -7.3841 4.9306 2.1892  0.1012
H50 5.5076 1.7340 -1.2285  0.0924
H51 -0.3432 -6.1603 1.5762  0.0746
H52 -3.8780 -1.2121 -0.1773  0.0825
H53 5.1394 -2.9475 -0.7327  0.1220
H54 4.4836 0.1744 -2.5026  0.0707
H55 2.3804 -3.8323 2.5425  0.0651
H56 0.1691 3.6577 3.6271  0.0986
H57 1.6143 -2.6981 4.5469  0.1002
H58 -3.5277 2.3658 -6.8594  0.1000
H59 -1.5090 2.2089 0.6691  0.0736
H60 -4.3546 3.0421 4.7583  0.1131
H61 4.8311 -1.4475 -2.8989  0.0903
H62 -3.4674 4.1172 1.8531  0.0528
H63 -1.3290 -1.7195 4.1776  0.1157
H64 -0.8763 -4.2784 4.6601  0.1199
H65 -4.2893 0.1940 2.8887  0.0886
H66 1.9571 -1.3006 2.8148  0.0660
H67 3.1868 0.8392 -0.6181  0.0492
H68 -2.2042 -1.3851 1.8772  0.0839
H69 0.5119 -2.4273 5.7548  0.1076
H70 -0.2854 2.4630 -3.1830  0.0588
H71 -6.9754 0.3287 -0.3976  0.1009
H72 -1.4319 4.4688 -2.7237  0.0866
H73 -1.5405 -5.5295 2.6795  0.0863
H74 1.9272 -5.2236 1.5567  0.0851
H75 -0.9109 -0.0809 1.6587  0.0571
H76 -0.9987 -4.4459 -2.0037  0.1011
H77 -1.0855 -1.2400 0.5422  0.0717
H78 6.5039 -2.4442 0.3434  0.1194

[2]
Below is a structure of composition C45H55GeN5OsPS2Si3, with properties calculated with ωB97M-V/def2-TZVPD.

- Net charge: +2
- Multiplicity: 2
- Frontier orbital gap (spin up / spin down): 5.82 / 5.79 eV
- Largest force on an atom: 0.007 hartree/bohr
- Total energy: -168571.0242 eV

Last column: Löwdin spin population.
Positions of all 113 atoms, in Å:
Os1 -0.4331 -0.2764 0.4370  0.8392
Ge1 2.5437 1.5099 -1.2914  0.0006
S1 -2.3731 -2.7848 4.8677  -0.0004
S2 2.3047 -4.0805 0.7358  0.0025
P1 -2.2105 -1.5300 -0.7392  0.0036
Si1 4.5154 0.1399 -1.7226  -0.0007
Si2 3.1542 3.4239 0.0761  0.0000
Si3 1.3386 1.9009 -3.3660  0.0016
N1 -2.3598 0.8044 2.7393  0.0087
N2 4.2610 -3.7906 5.3881  -0.0004
N3 2.1122 -2.2265 -1.2354  0.0088
N4 0.6618 -2.1335 0.6008  0.0301
N5 -1.2335 -1.1911 2.0961  -0.0019
C1 2.8415 -0.5715 2.1301  0.0000
C2 -0.9935 -2.8338 -2.8455  0.0007
C3 1.2374 -0.3366 3.8879  -0.0004
C4 1.1667 -3.8917 2.0120  0.0016
C5 -2.7073 1.0881 -1.1583  0.0000
C6 -0.8735 -3.7950 -3.8350  0.0001
C7 -1.5326 1.2669 -0.3393  0.0405
C8 1.6366 -2.7019 -0.0594  0.0107
C9 -0.0023 3.1734 -3.2344  0.0001
C10 4.3041 -0.8843 -3.2808  0.0000
C11 -3.0290 3.5077 -1.2610  -0.0019
C12 -3.6667 -2.7150 3.5596  -0.0001
C13 -4.2876 -0.3918 -2.2768  -0.0001
C14 -3.1513 -2.1873 0.6711  -0.0010
C15 0.3737 -2.8242 1.7688  0.0052
C16 3.5442 -1.4981 2.8721  0.0004
C17 -2.8864 -3.6772 2.6615  -0.0006
C18 0.6649 0.3629 -4.1734  0.0002
C19 -3.4427 2.2015 -1.6278  -0.0006
C20 -3.1780 -0.2106 -1.4917  0.0003
C21 5.1839 -0.8933 -0.3172  0.0000
C22 -3.7046 -1.3289 3.0072  -0.0008
C23 -3.0109 -3.8749 -2.0580  -0.0001
C24 -4.9938 0.7224 -2.7661  0.0000
C25 -2.8621 -3.3892 1.1833  -0.0017
C26 -1.5166 -3.3379 3.3575  -0.0008
C27 -1.1822 2.5701 -0.0317  0.0190
C28 5.7825 1.4767 -2.0719  -0.0005
C29 1.6611 0.0054 2.6013  0.0063
C30 -2.8876 -4.8423 -3.0446  0.0001
C31 -1.9268 3.6861 -0.4789  0.0041
C32 -3.6246 -1.0702 1.5321  -0.0002
C33 1.7233 4.4535 0.6834  0.0001
C34 2.8280 2.5732 -4.2962  0.0006
C35 -2.5145 -0.5832 2.4596  0.0013
C36 -2.0554 -2.8659 -1.9459  0.0013
C37 -0.7959 -2.3345 2.4986  -0.0028
C38 -1.8195 -4.8070 -3.9290  -0.0002
C39 3.7367 -2.9181 4.8552  -0.0001
C40 4.2146 2.8185 1.4887  0.0000
C41 -4.5827 1.9865 -2.4399  -0.0003
C42 3.0698 -1.8743 4.1300  -0.0010
C43 4.1760 4.4567 -1.1146  0.0001
C44 1.9262 -1.2698 4.6460  0.0003
C45 0.8619 0.8983 1.7216  0.0140
H1 2.4936 2.6784 -5.3342  0.0001
H2 1.1717 -4.5673 2.8507  0.0004
H3 -3.6048 4.3566 -1.6084  0.0000
H4 0.4709 0.5867 -5.2254  0.0000
H5 6.6323 0.9639 -2.5333  -0.0001
H6 -0.8334 2.8057 -2.6344  0.0001
H7 -1.6176 4.6834 -0.1922  0.0008
H8 2.0986 5.4430 0.9476  0.0000
H9 5.1879 4.0792 -1.2511  0.0000
H10 -4.3457 -0.6535 3.5615  0.0000
H11 0.3406 4.1195 -2.8148  0.0000
H12 -0.3797 3.3709 -4.2418  0.0000
H13 -4.6230 -1.3920 -2.5252  0.0001
H14 4.7282 3.6716 1.9379  0.0000
H15 -0.2901 0.0865 -3.7231  0.0002
H16 3.1304 3.5638 -3.9535  0.0000
H17 1.2567 4.0292 1.5738  0.0001
H18 1.5291 1.6057 1.2167  -0.0003
H19 5.4738 -0.2703 0.5312  0.0000
H20 4.9813 2.1148 1.1571  0.0000
H21 4.4516 -1.9460 2.4872  0.0000
H22 5.0938 -1.6357 -3.3294  0.0000
H23 6.1420 1.9546 -1.1605  0.0000
H24 3.6284 2.3358 2.2733  0.0000
H25 -0.3279 2.7591 0.6012  0.0021
H26 5.4577 2.2493 -2.7686  0.0000
H27 -3.1206 1.3630 2.3760  0.0001
H28 -3.8584 -3.9032 -1.3849  0.0000
H29 1.3428 -0.4908 -4.1455  0.0000
H30 0.1457 1.4799 2.3053  0.0080
H31 -4.2632 -0.3227 1.0755  0.0000
H32 4.5059 -1.6669 0.0429  0.0000
H33 1.4785 -1.6456 -1.7650  0.0015
H34 -3.6328 -5.6218 -3.1265  0.0000
H35 -2.2751 0.9721 3.7354  0.0005
H36 3.1946 -0.2964 1.1408  -0.0001
H37 6.0916 -1.3803 -0.6822  0.0000
H38 0.9566 4.5856 -0.0830  0.0000
H39 -0.2764 -2.0255 -2.7903  0.0008
H40 -4.6539 -3.0495 3.8673  0.0000
H41 4.4099 -0.2589 -4.1675  0.0000
H42 3.7243 4.6083 -2.0971  0.0000
H43 2.7152 -2.8177 -1.7842  0.0004
H44 -0.8697 -4.1916 3.5332  0.0000
H45 3.3465 -1.3968 -3.3723  0.0000
H46 -3.1417 -4.7112 2.8856  -0.0001
H47 -1.7293 -5.5630 -4.6972  0.0000
H48 1.5803 -1.5358 5.6362  0.0001
H49 -2.3920 -4.1444 0.5606  -0.0001
H50 -0.0512 -3.7538 -4.5374  0.0000
H51 -5.1303 2.8472 -2.8031  0.0000
H52 -5.8633 0.5751 -3.3915  0.0000
H53 4.2494 5.4423 -0.6470  0.0000
H54 3.6994 1.9232 -4.3064  0.0000
H55 0.3485 0.1266 4.2987  0.0001

[3]
Below is an isolated molecule of C5H9N3 at a distorted geometry, with properties calculated with ωB97M-V/def2-TZVPD.

- ΔE to the lowest compared entry with this formula, charge and spin: 2.417 eV
- SMILES string: [H]/N=C1/N[C@H]2C[C@]1(N)C2
- Multiplicity: 1
- Frontier orbital gap: 9.50 eV
- Largest force on an atom: 0.066 hartree/bohr
- Total energy: -9799.0500 eV

Last column: natural (NBO) charge in e.
Positions of all 17 atoms, in Å:
N1 1.7483 -1.0274 0.1686  -0.8175
N2 -0.7336 1.5447 0.1194  -0.6228
N3 1.5772 1.8572 0.1165  -0.6748
C1 0.4934 -0.3194 0.1012  0.0588
C2 0.5460 1.1472 -0.0387  0.3940
C3 -0.6385 -0.6115 -0.9582  -0.4245
C4 -0.8298 -0.5122 1.1060  -0.3821
C5 -1.4717 0.3564 -0.0666  -0.0523
H1 -1.0718 -1.5979 -0.9161  0.2068
H2 2.1124 -1.1314 -0.7924  0.3603
H3 2.4228 1.2302 -0.0468  0.3449
H4 -0.4250 -0.2514 -1.9617  0.1949
H5 -2.5105 0.4983 -0.3157  0.2164
H6 -0.7858 0.0058 2.1081  0.2160
H7 -1.0572 2.4592 -0.1562  0.4105
H8 -0.9459 -1.6228 1.2245  0.2077
H9 1.5697 -2.0250 0.3083  0.3637

[4]
Below is an isolated molecule of C5H7NO, with properties calculated with ωB97M-V/def2-TZVPD.

- ΔE to the lowest compared entry with this formula, charge and spin: 6.580 eV
- Multiplicity: 1
- Frontier orbital gap: 8.57 eV
- Largest force on an atom: 0.013 hartree/bohr
- Total energy: -8829.6232 eV

Last column: natural (NBO) charge in e.
Positions of all 14 atoms, in Å:
O1 1.3228 -1.0129 -0.1906  -0.5229
N1 3.3122 -0.2330 -0.2060  -0.8062
C1 2.0722 0.0502 0.1866  0.2931
C2 -1.1447 1.5105 0.0806  -0.3207
C3 -0.0418 -0.8916 0.0021  -0.0420
C4 -2.4029 0.3034 -0.0856  -0.5913
C5 -0.6514 0.2780 0.1280  0.0718
H1 3.5484 -1.0856 -0.7072  0.3816
H2 -3.1200 0.9706 0.3953  0.2726
H3 4.0494 0.4266 -0.0218  0.3998
H4 -1.2477 2.0143 1.0469  0.2011
H5 -2.4928 -0.6381 0.4809  0.2217
H6 -2.6454 0.1485 -1.1333  0.2349
H7 -0.5584 -1.8410 0.0239  0.2065

Question: Which formula does entry 4 have?
Answer: C5H7NO

Question: What is the formula in the fourth record?
Answer: C5H7NO